# C16H17N3O6

C16H17N3O6 in the gas phase at a distorted geometry (ωB97M-V with the def2-TZVPD basis set, the Open Molecules 2025 dataset).

Computed properties:
LUMO energy (Ha): -0.0385
HOMO energy (eV): -8.59
Orbital gap (eV): 7.54
Spin multiplicity: 1
Total charge: 0
Structure (SMILES): CC1(C)CC(=O)C(=NNc2cc3c(cc2[N+](=O)[O-])OCCO3)C(=O)C1

CARTESIAN COORDINATES (ANGSTROEM)
C  4.644139  -2.792850  -2.716762
C  3.469898  -1.816919  -2.486131
C  3.576524  -0.596541  -3.485270
C  2.114972  -2.564075  -2.658735
C  0.872929  -1.823602  -2.100759
O  -0.234916  -2.105358  -2.575459
C  0.998742  -0.912518  -0.972539
N  -0.187960  -0.461348  -0.356659
N  -0.074133  0.424735  0.583215
C  -1.171796  1.023117  1.248843
C  -2.379796  0.311326  1.312211
C  -3.505977  0.818347  1.967714
C  -3.516725  2.116294  2.484159
C  -2.354501  2.860712  2.337321
C  -1.163215  2.333559  1.739942
N  -0.006508  3.138047  1.714177
O  0.232416  3.835376  2.714856
O  0.683082  3.117963  0.675054
O  -4.606209  2.672328  3.118215
C  -5.558714  1.706838  3.560752
C  -5.795712  0.639500  2.452122
O  -4.603553  0.013777  2.060099
C  2.399208  -0.591143  -0.484626
O  2.603081  0.238594  0.410979
C  3.640700  -1.254557  -1.045700
H  4.604973  -3.213484  -3.728368
H  5.628860  -2.317870  -2.498469
H  4.592957  -3.612740  -1.973963
H  3.602264  -0.906786  -4.539563
H  4.520029  -0.052726  -3.305176
H  2.740162  0.099459  -3.362448
H  1.958525  -2.704975  -3.735639
H  2.212263  -3.520245  -2.112471
H  0.835886  0.850875  0.761412
H  -2.387831  -0.684180  0.893941
H  -2.282287  3.862009  2.733772
H  -6.506550  2.228252  3.772727
H  -5.211505  1.218733  4.499304
H  -6.489839  -0.107274  2.877812
H  -6.295811  1.125605  1.592029
H  3.946943  -2.062526  -0.355792
H  4.454983  -0.533729  -1.016128

Cartesian forces (eV/Å) of the 6 atoms listed first:
C 0.1 0.0 0.5
C 0.5 0.8 -0.1
C 0.2 -0.7 0.4
C 0.7 1.1 0.5
C -1.9 -1.5 -1.0
O 1.5 0.5 0.5